{"formula": "C9H16N3", "method": "ωB97M-V/def2-TZVPD", "species": ["H", "C", "H", "H", "C", "H", "C", "H", "H", "N", "C", "H", "H", "H", "C", "H", "H", "N", "H", "H", "C", "H", "H", "H", "N", "C", "C", "C"], "xyz": [[4.732, -0.141, 0.092], [-1.158, -1.385, -1.237], [-0.447, -1.996, -1.563], [1.024, 2.010, -1.374], [-2.170, 0.355, 0.377], [3.689, 2.271, 0.907], [-0.571, -1.519, 1.119], [1.343, -2.213, 0.028], [-2.599, 0.986, -0.447], [3.222, -1.628, -0.040], [0.302, 0.406, -0.212], [-0.018, 2.600, -0.006], [-2.023, 0.920, 1.235], [-2.949, -0.333, 0.511], [1.565, -0.130, -0.081], [-0.355, -2.435, 0.621], [0.227, -1.189, 1.666], [2.744, 0.459, 0.194], [1.927, 2.199, 0.935], [-1.322, -1.514, 1.927], [2.848, 1.680, 0.668], [-1.927, -2.091, -1.026], [-0.700, 1.820, -1.294], [-1.524, -0.742, -2.060], [1.927, -1.487, -0.128], [-0.916, -0.498, 0.016], [3.728, -0.455, 0.109], [0.120, 1.825, -0.678]], "lowdin_charge": [0.144, -0.014, 0.033, 0.141, -0.017, 0.104, -0.022, 0.095, 0.111, 0.148, -0.073, 0.073, 0.072, 0.074, -0.170, 0.075, 0.053, -0.036, 0.104, 0.119, 0.175, 0.094, 0.055, 0.112, 0.100, -0.473, -0.069, -0.008], "total_charge": 1, "e_homo_ev": [-12.623, -12.478], "energy_ha": -516.41048, "smiles": "C=[n+]1cn[nH]/c1=C(/C)C(C)(C)C", "multiplicity": 1}

{"formula": "C9H16N3", "method": "ωB97M-V/def2-TZVPD", "species": ["H", "H", "C", "H", "C", "H", "C", "C", "H", "N", "H", "H", "H", "C", "C", "H", "H", "H", "H", "C", "H", "C", "H", "N", "H", "C", "H", "N"], "xyz": [[-0.918, -2.326, -2.227], [1.506, -2.209, -0.269], [2.367, -0.023, 1.167], [3.210, -0.712, 3.101], [2.648, -0.240, 2.297], [-4.173, 2.718, 0.202], [-2.351, 1.778, 0.699], [-0.525, -1.577, 0.293], [4.280, 1.038, -0.410], [3.464, 1.102, -1.097], [0.646, 1.444, -1.898], [-0.851, 0.650, 1.791], [-1.471, -0.145, -1.002], [0.495, -2.141, -0.696], [-3.663, 1.963, 0.758], [-4.216, 1.102, 1.071], [-1.369, -2.225, 0.376], [-0.003, 0.349, -0.238], [3.516, 2.003, -1.576], [2.260, 0.887, -0.729], [-2.438, -0.242, 1.518], [0.124, -2.586, -1.858], [0.034, -1.456, 1.169], [1.044, 1.056, -1.077], [-1.843, 2.644, 0.217], [-1.666, 0.505, 1.053], [0.881, -3.113, -2.544], [-0.986, -0.243, -0.092]], "lowdin_charge": [0.092, 0.099, -0.043, 0.043, -0.011, 0.068, -0.182, -0.178, 0.174, 0.151, 0.099, 0.130, 0.177, -0.193, 0.039, 0.060, 0.127, 0.089, 0.145, -0.302, 0.162, 0.005, 0.083, 0.116, 0.113, -0.150, 0.103, -0.016], "total_charge": 1, "e_homo_ev": -13.474, "energy_ha": -516.30997, "multiplicity": 1}

We obtain relative energy (zero: lowest compared OMol25 entry of this formula, charge and spin) values of 135.11, 198.18 kcal per mole for the records listed above, in that order.